(1)
C58H45ClF8INO3 | ωB97M-V/def2-TZVPD

Results
**LUMO energy**: -1.0 eV
**Highest occupied orbital energy**: -9.0 eV
**Energy**: -4074.41311 Ha
**Gap between HOMO and LUMO**: 7.99 eV

Last column: Mulliken charge in e.
Element x y z (Å)
I 2.038 1.703 2.119  0.43
Cl -3.163 -3.897 -1.675  -0.25
F 1.294 -3.844 -3.603  -0.23
F -2.098 3.610 4.442  -0.33
F -1.233 -0.219 11.333  -0.34
F 1.410 7.611 5.587  -0.31
F 2.537 0.691 4.999  -0.33
F -2.163 -2.824 -8.385  -0.27
F -6.688 -3.141 -1.763  -0.29
F 5.090 -5.556 -7.567  -0.31
O 3.782 1.810 -1.335  -0.52
O 0.173 3.717 -0.200  -0.51
O -1.826 -2.384 -3.308  -0.30
N 2.218 2.563 0.239  -0.48
C 3.414 7.803 4.365  -0.52
C -6.020 -4.302 -3.698  0.18
C 1.582 -0.611 -1.506  -1.18
C 6.800 -2.416 -7.039  -0.34
C 5.980 -4.655 -7.105  0.31
C -2.969 -0.628 -8.639  -0.44
C 1.016 0.660 6.798  -0.53
C 0.719 -2.081 6.448  -0.28
C -2.361 5.940 4.645  -0.43
C 0.826 2.716 -0.161  0.03
C -2.950 0.851 -6.742  -0.55
C 5.886 -3.342 -7.521  -0.29
C 1.545 2.570 12.499  -0.47
C -8.356 -4.000 -3.183  -0.50
C 0.496 2.941 11.669  -0.38
C 1.569 -1.367 5.616  -0.46
C 0.714 0.313 12.545  -0.45
C -7.704 -5.191 -5.168  -0.50
C 4.185 7.421 3.276  -0.35
C -2.142 -1.338 -1.143  -0.90
C 7.798 -2.815 -6.160  -0.50
C 6.963 -5.069 -6.228  -0.44
C -1.590 4.960 2.582  -0.44
C 0.421 1.302 -0.602  0.55
C -2.395 -0.153 -5.960  -0.42
C 1.599 0.659 -1.012  0.77
C 3.692 6.501 2.361  -0.65
C 2.426 5.956 2.536  -0.19
C 1.654 1.256 12.934  -0.34
C 0.159 -0.056 7.620  -0.15
C -2.134 -1.399 -6.513  -0.29
C -0.784 0.671 -0.647  -0.93
C -2.271 7.202 4.073  -0.39
C -3.239 0.613 -8.080  -0.38
C 0.012 -1.426 7.447  -0.64
C 0.335 -5.862 -7.048  -0.75
C -0.322 0.696 11.716  0.30
C -1.512 6.221 2.012  -0.34
C 2.160 7.246 4.527  0.13
C 1.667 -5.653 -6.714  -0.39
C -2.256 -2.422 -2.200  0.48
C -1.850 7.343 2.757  -0.52
C 1.993 -4.966 -5.553  -0.61
C -6.367 -4.999 -4.847  -0.52
C -0.441 1.999 11.270  -0.26
C 7.881 -4.141 -5.757  -0.34
C 0.355 -1.257 -1.558  -0.52
C -0.350 -4.711 -5.052  -0.26
C 2.727 1.659 -0.797  -0.06
C 1.657 6.327 3.629  -0.39
C 0.979 -4.509 -4.738  0.48
C -8.697 -4.690 -4.338  -0.39
C -2.017 4.836 3.890  0.45
C 1.705 -0.008 5.807  0.34
C -2.422 -1.617 -7.846  0.30
C -0.792 -0.634 -1.130  1.13
C -0.673 -5.389 -6.218  -0.40
C -7.022 -3.815 -2.882  0.39
H -1.322 4.075 2.019  0.41
H -2.166 0.032 -4.919  0.42
H 0.344 -2.267 -1.954  0.46
H -2.979 -0.634 -1.189  0.43
H 2.454 -6.024 -7.357  0.43
H -7.973 -5.732 -6.066  0.38
H 0.407 3.965 11.332  0.37
H 3.026 -4.786 -5.281  0.49
H -9.740 -4.836 -4.590  0.36
H -0.654 -1.984 8.093  0.41
H 4.293 6.207 1.510  0.42
H -1.711 -5.547 -6.480  0.47
H 2.474 0.965 13.578  0.36
H 7.005 -6.106 -5.920  0.41
H -1.260 2.270 10.616  0.44
H 3.778 8.525 5.084  0.42
H -2.694 5.810 5.666  0.43
H 8.512 -2.092 -5.788  0.37
H 8.660 -4.453 -5.075  0.36
H -1.186 6.328 0.985  0.42
H 1.151 1.727 6.922  0.45
H 5.106 -3.053 -8.213  0.42
H -1.710 -2.197 -5.918  0.46
H -1.784 8.327 2.313  0.39
H 0.672 5.907 3.786  0.47
H -3.179 -0.831 -9.681  0.42
H 5.173 7.843 3.142  0.37
H -0.395 0.454 8.398  0.38
H -2.243 -1.842 -0.171  0.41
H 2.277 3.304 12.807  0.38
H 2.040 5.240 1.820  0.55
H -5.592 -5.393 -5.491  0.40
H 0.779 -0.713 12.881  0.40
H 0.607 -3.149 6.315  0.37
H 2.508 -1.083 -1.813  0.51
H -3.158 1.822 -6.310  0.38
H 6.732 -1.382 -7.350  0.36
H -2.530 8.076 4.656  0.37
H -3.674 1.395 -8.688  0.36
H 0.082 -6.394 -7.956  0.38
H -4.983 -4.134 -3.434  0.07
H -1.684 1.184 -0.320  0.53
H 2.123 -1.857 4.825  0.45
H -9.116 -3.608 -2.519  0.42
H -1.119 -4.341 -4.388  0.37

***

(2)
CHN4O | ωB97M-V/def2-TZVPD

Results
**LUMO energy**: 4.8 eV
**Highest occupied orbital energy**: -3.4 eV
**Total charge**: -1
**Energy**: -332.93120 Ha
**Energy above the lowest of the compared OMol25 structures with the same formula, charge and spin**: 0.0000 eV
**Gap between HOMO and LUMO**: 8.12 eV
**SMILES**: [O-]n1cnnn1

Last column: Mulliken charge in e.
Element x y z (Å)
O 0.134 -2.041 0.024  -0.86
N 1.158 1.156 0.018  -0.36
N -0.177 1.428 0.018  -0.43
N 1.361 -0.081 0.026  -0.32
N 0.154 -0.730 -0.006  0.66
C -0.764 0.238 0.026  -0.05
H -1.866 0.030 -0.106  0.36